1.
Entry from OMol25: a molecular structure, C12H10ClF5W at a distorted geometry (wB97M-V/def2-TZVPD).

Cartesian coordinates (Å):
C 0.36416 1.59251 -0.01396
C 1.41650 1.47454 -0.96932
C 2.29422 0.42804 -0.52833
H 1.56787 2.12300 -1.81943
C 1.84391 -0.00226 0.76351
C 0.63764 0.68723 1.05032
H 0.07585 0.57874 1.97350
H -0.44949 2.29809 -0.01387
H 3.25405 0.17860 -0.91435
H 2.44409 -0.51182 1.49179
W 0.37772 -0.45727 -0.85535
Cl -1.03722 0.20119 -2.47837
C 0.73887 -2.39762 -3.23337
C 1.89870 -2.80486 -2.52488
C 2.91807 -1.83686 -2.73075
H 2.00109 -3.73804 -2.01335
C 2.43525 -0.90084 -3.68268
C 1.07845 -1.24074 -3.98201
H 0.43574 -0.74791 -4.71046
H -0.19089 -2.94866 -3.25326
H 3.91255 -1.85914 -2.28432
H 3.01905 -0.09971 -4.15548
F 1.96572 -2.99624 -0.10200
C 0.59790 -2.63789 -0.19712
F -0.09414 -3.61881 -0.95900
C 0.12600 -2.92737 1.22648
F 0.38413 -4.22870 1.55221
F 0.77406 -2.18012 2.16923
F -1.21304 -2.72284 1.31730

Force components x, y, z for each atom (eV/Å):
0.53 0.52 0.48
0.71 0.58 0.68
0.94 1.49 1.81
-0.22 -0.45 -0.25
0.71 1.75 0.22
0.36 0.03 0.88
-0.03 -0.05 -0.34
-0.15 -0.15 -0.29
0.14 -0.32 -0.57
-0.23 -0.87 -0.23
-1.44 -4.76 -4.38
-1.42 0.59 0.05
-0.28 0.97 0.05
1.19 1.07 -0.33
-0.40 -0.77 -0.29
0.08 -0.03 -0.06
-0.82 -0.07 -0.22
1.05 0.25 -0.11
0.24 -0.05 0.37
0.09 0.08 -0.21
-0.27 -0.06 -0.23
-0.39 -0.33 0.35
-1.27 0.11 0.62
0.56 -0.23 0.66
0.80 1.19 1.22
-0.06 -1.29 0.63
-0.50 1.05 -0.08
-0.84 -0.36 -0.70
0.91 0.08 0.28

Its expectation value of S² is 2.09. The calculation puts the orbital gap (alpha / beta) at 5.237 / 5.121 eV. The calculation puts the max |F| at 6.63 eV/Å. The spin multiplicity is 3. Its highest occupied orbital energy (alpha / beta) is -7.2678 / -6.9815 eV. The total charge is 0. The calculated total energy is -40536.99800 eV. As for the relative energy (zero: lowest compared OMol25 entry of this formula, charge and spin): 30.9 kcal/mol.

---

2.
Entry from OMol25: 2 unconnected molecules or ions with the total composition C11H15N at a distorted geometry (wB97M-V/def2-TZVPD).

Cartesian coordinates (Å):
C 0.79892 -0.29860 4.61194
C 0.35451 0.15610 3.25177
C -0.29059 1.30789 2.93325
N -0.40164 1.42810 1.56787
C 0.25451 0.37997 0.96706
C 0.43239 0.03786 -0.36395
C 1.06719 -1.15815 -0.61925
C 1.46055 -2.05083 0.37896
C 1.29846 -1.69467 1.69669
C 0.71621 -0.46445 1.99310
H 0.95977 -1.37535 4.54750
H -0.00076 -0.20048 5.35135
H 1.66725 0.23180 5.00608
H -0.75790 1.98025 3.62738
H -0.75067 2.21605 1.05454
H 0.03263 0.66280 -1.15637
H 1.38727 -1.37366 -1.62778
H 1.89818 -2.99579 0.10231
H 1.79916 -2.20990 2.51142
C -0.85424 1.05259 -4.28922
C -2.11300 0.24742 -4.60536
H -0.67120 1.19625 -3.22069
H 0.04877 0.61097 -4.69801
H -1.01073 2.03796 -4.71595
H -2.29598 0.40868 -5.67214
H -3.01072 0.68904 -4.17643
H -2.01833 -0.82182 -4.45605

Force components x, y, z for each atom (eV/Å):
-0.91 -0.42 -0.06
0.76 0.33 -0.09
-0.18 -0.48 0.30
0.14 0.24 -0.59
-0.41 -0.45 0.51
-0.21 0.17 -0.11
0.24 0.01 -0.65
0.00 0.21 0.20
0.76 0.38 0.40
-0.35 0.23 0.51
0.46 0.03 0.22
0.00 0.21 -0.05
0.10 -0.20 -0.23
-0.03 0.40 -0.12
-0.10 0.08 0.20
0.32 -0.02 -0.02
-0.42 -0.18 -0.26
0.25 -0.05 0.00
-0.42 -0.49 -0.14
-0.35 0.08 0.53
0.17 0.60 -1.03
-0.14 -0.12 -0.04
0.03 -0.05 -0.23
0.34 0.25 -0.05
0.06 -0.38 -0.13
0.07 -0.32 0.59
-0.17 -0.06 0.36

The calculation puts the orbital gap at 8.690 eV. The calculation puts the max |F| at 1.21 eV/Å. Its highest occupied orbital energy is -7.7762 eV. The total charge is 0. The calculated total energy is -13140.32121 eV. As for the relative energy (zero: lowest compared OMol25 entry of this formula, charge and spin): 10.8 kcal/mol.

---

3.
Entry from OMol25: 2 unconnected molecules or ions with the total composition C5H6N2O4 at a distorted geometry (wB97M-V/def2-TZVPD).

Cartesian coordinates (Å):
O -0.23381 -0.16087 -0.57012
C -0.80377 -0.31785 -1.60065
O -1.00489 -1.51763 -2.21781
C -0.67716 -2.62311 -1.50626
N -0.29467 -2.64559 -0.29732
O -0.04869 -3.90170 0.20324
H -1.24549 0.45026 -2.24397
H -0.76554 -3.51198 -2.13535
H -0.10773 -4.57210 -0.49434
C -1.55294 1.41354 1.49308
C -0.48505 1.95296 1.38683
C 0.72102 2.73178 1.29641
N 1.85587 2.16358 1.20339
O 2.86490 3.13165 1.22501
H -2.52108 0.99516 1.66386
H 0.63591 3.80754 1.30742
H 3.66314 2.60437 1.28656

Force components x, y, z for each atom (eV/Å):
-0.23 0.30 -0.81
0.34 0.58 0.24
-0.10 0.16 0.35
0.44 -1.09 0.23
-0.39 -0.09 -0.50
0.14 -0.20 0.24
0.03 0.15 0.06
-0.04 0.00 0.11
-0.08 -0.02 -0.19
0.05 0.40 0.31
-0.11 0.20 0.02
-0.20 -0.71 -0.20
0.01 0.34 0.37
-0.31 -0.10 -0.13
0.25 -0.09 -0.14
0.02 0.30 0.12
0.18 -0.12 -0.08

The calculation puts the orbital gap at 9.956 eV. The calculation puts the max |F| at 1.20 eV/Å. Its highest occupied orbital energy is -9.2277 eV. The total charge is 0. The calculated total energy is -16445.79776 eV. As for the relative energy (zero: lowest compared OMol25 entry of this formula, charge and spin): 157.6 kcal/mol.

---

4.
Entry from OMol25: C4H4O in the gas phase at a distorted geometry (wB97M-V/def2-TZVPD).

Cartesian coordinates (Å):
C -1.31841 -0.43106 -0.46355
C -1.67748 0.09453 0.67067
C 1.37016 0.40285 -0.21515
C 0.20114 -0.47205 -0.33847
O 1.08688 -0.73477 0.64800
H -1.89878 -0.75011 -1.24783
H -1.05057 0.18143 1.51144
H 2.24979 0.42097 -0.84444
H 1.03727 1.28820 0.27933

Force components x, y, z for each atom (eV/Å):
2.65 0.10 2.12
-0.64 0.04 -0.39
-1.49 -0.01 -0.02
-0.44 -0.13 -0.99
-0.35 -0.51 -0.10
-0.78 -0.57 -1.99
0.47 0.42 1.10
-0.05 -0.33 0.05
0.63 0.99 0.23

The calculation puts the orbital gap (alpha / beta) at 7.665 / 9.034 eV. The calculation puts the max |F| at 3.39 eV/Å. Its highest occupied orbital energy (alpha / beta) is -7.8241 / -8.6810 eV. The total charge is 0. The calculated total energy is -6253.63866 eV. As for the relative energy (zero: lowest compared OMol25 entry of this formula, charge and spin): 132.4 kcal/mol.

---

5.
Entry from OMol25: a molecular structure, C6H13FO2S at a distorted geometry (wB97M-V/def2-TZVPD).

Cartesian coordinates (Å):
C 0.61245 -1.75629 0.43802
C 1.25619 0.13360 -1.41846
C 0.75122 0.94624 -2.53707
C 2.31050 0.58969 -0.45241
C -0.60020 0.49761 0.77907
C -2.00915 -0.10388 1.11917
H 1.65402 -1.61670 0.79362
H -0.15875 -2.13235 1.28167
H 0.63614 -2.66424 -0.30768
H 1.60726 -0.78847 -1.75081
H -0.17250 0.32299 -2.99939
H 1.43372 1.10279 -3.50356
H 0.23325 1.91499 -2.34211
H 2.54411 0.00797 0.57522
H 3.35835 0.77310 -0.95746
H 1.98563 1.73940 -0.26968
H 0.10234 1.28388 -0.83079
H -2.34159 -0.76502 0.22488
H -2.78607 0.80184 1.15853
O -0.81319 0.99903 -0.45708
O 0.49980 0.51694 1.34731
F -1.86758 -0.67587 2.37073
S -0.16916 -0.49168 -0.44380

Force components x, y, z for each atom (eV/Å):
0.70 -5.01 0.40
0.94 -1.62 2.41
-1.90 0.04 -4.93
2.98 4.09 0.98
-2.36 -5.86 3.41
-1.60 3.52 0.78
-0.98 -0.21 0.17
2.00 1.18 -1.75
0.12 1.36 1.25
0.35 -1.76 -1.19
2.02 1.23 0.96
-1.01 -0.32 2.55
0.91 -0.33 0.08
-1.09 1.57 -2.81
-1.95 -0.70 0.49
1.07 -2.47 0.55
-2.42 1.87 1.06
0.33 0.53 2.12
1.18 -1.89 0.28
-2.41 13.40 -6.54
2.39 3.91 5.41
-0.71 -0.37 -0.93
1.45 -12.19 -4.76

The calculation puts the orbital gap at 7.556 eV. The calculation puts the max |F| at 15.11 eV/Å. Its highest occupied orbital energy is -7.1330 eV. The total charge is 0. The calculated total energy is -24069.13356 eV. As for the relative energy (zero: lowest compared OMol25 entry of this formula, charge and spin): 188.9 kcal/mol.

---

6.
Entry from OMol25: C29H26ClN3O3 in the gas phase (wB97M-V/def2-TZVPD).

Cartesian coordinates (Å):
C -1.43899 -0.37712 -1.59912
C -2.51135 -1.33850 -1.18665
C -3.83357 -1.18635 -1.58574
Cl -4.29590 0.14142 -2.60055
C -4.82935 -2.06809 -1.19384
C -4.50517 -3.13278 -0.37537
C -3.20155 -3.31860 0.04542
C -2.20956 -2.43263 -0.35781
N -0.87600 -2.59282 0.03845
C -0.30530 -3.61891 0.70721
O -0.86530 -4.58874 1.16466
C 1.21526 -3.48052 0.84777
O 1.69459 -2.23742 0.34855
C 2.79273 -1.72030 0.93258
O 3.39728 -2.25953 1.81789
C 3.12568 -0.39642 0.32836
C 2.31837 0.69644 0.53172
C 2.68958 1.92954 -0.06712
N 3.75719 2.09145 -0.79170
C 4.58301 1.04165 -0.97878
C 5.75026 1.23450 -1.74415
C 6.60825 0.19387 -1.96765
C 6.33762 -1.07801 -1.43999
C 5.21156 -1.29882 -0.69523
C 4.30996 -0.24719 -0.44053
C 1.71195 3.04430 0.11136
C 0.32237 2.43712 -0.12967
N -0.03260 1.40306 0.83635
C -0.93997 1.87158 1.88288
C -2.33204 2.07045 1.34556
C -2.80667 3.33286 1.01577
C -4.08612 3.49482 0.51271
C -4.91112 2.39642 0.34791
C -4.45198 1.13560 0.68889
C -3.16882 0.97404 1.17727
C 1.11839 0.71936 1.42397
H -0.64426 -0.88715 -2.14498
H -1.01658 0.11615 -0.72191
H -1.85209 0.38997 -2.24676
H -5.84270 -1.91474 -1.52969
H -5.27231 -3.82341 -0.06223
H -2.94327 -4.14918 0.67996
H -0.24574 -1.86350 -0.27094
H 1.68112 -4.30309 0.29258
H 1.49431 -3.59304 1.90181
H 5.93526 2.22085 -2.13912
H 7.50349 0.34337 -2.55273
H 7.02864 -1.88655 -1.62605
H 5.01041 -2.27590 -0.28214
H 1.77437 3.44363 1.12746
H 1.92211 3.84767 -0.59247
H 0.32094 1.98779 -1.13025
H -0.44747 3.20833 -0.11485
H -0.57462 2.80229 2.34804
H -0.97290 1.09750 2.65455
H -2.17977 4.20158 1.16649
H -4.44076 4.48244 0.25635
H -5.91108 2.52319 -0.03921
H -5.09450 0.27485 0.57899
H -2.81599 -0.01243 1.44088
H 0.80458 -0.29250 1.70026
H 1.43613 1.22614 2.35462

Force components x, y, z for each atom (eV/Å):
-0.13 -0.02 -0.05
0.03 0.02 -0.08
0.04 -0.28 0.14
-0.12 0.11 -0.16
-0.07 -0.01 -0.01
0.02 0.18 -0.11
0.09 -0.15 0.14
-0.54 -0.10 -0.07
0.12 0.59 -0.29
0.56 0.23 0.01
0.05 -0.17 0.05
0.02 -0.63 0.48
-0.16 0.08 -0.27
0.04 -0.04 0.22
-0.01 0.06 -0.16
-0.15 0.56 -0.01
0.31 -0.52 -0.10
0.11 -0.03 -0.01
-0.20 0.58 -0.02
0.06 -0.71 0.16
0.15 -0.15 -0.06
-0.04 0.25 -0.03
-0.15 -0.23 0.12
0.17 -0.08 -0.07
0.02 0.36 -0.09
-0.25 -0.09 -0.04
0.03 0.15 -0.20
0.10 -0.03 0.23
-0.04 -0.06 -0.15
0.01 0.12 0.14
0.05 -0.04 0.07
-0.10 0.08 -0.06
-0.06 0.08 -0.01
-0.04 -0.07 0.05
0.00 0.07 0.02
-0.09 -0.10 0.25
0.12 -0.03 -0.06
0.11 0.04 0.03
0.11 0.02 -0.01
-0.08 0.04 -0.04
-0.07 -0.07 0.03
0.01 -0.01 0.01
-0.03 -0.19 0.10
-0.09 0.13 0.08
-0.16 0.00 -0.22
0.01 0.11 -0.04
0.06 0.04 -0.05
0.03 -0.08 0.00
0.03 -0.11 0.04
0.00 0.07 0.05
0.05 -0.01 0.02
-0.05 0.15 -0.02
0.02 -0.06 -0.07
0.01 -0.06 0.05
0.05 0.09 0.02
0.08 0.06 0.02
-0.03 0.08 -0.02
-0.08 0.00 -0.04
-0.05 -0.08 -0.03
0.06 -0.15 0.04
0.11 0.08 0.09
-0.06 -0.07 -0.03

The calculation puts the orbital gap at 8.568 eV. The calculation puts the max |F| at 0.80 eV/Å. Its highest occupied orbital energy is -8.6817 eV. The total charge is 0. The calculated total energy is -53631.96719 eV. As for the relative energy (zero: lowest compared OMol25 entry of this formula, charge and spin): 0.0 kcal/mol.

---

7.
Entry from OMol25: C3H7NO in the gas phase at a distorted geometry (wB97M-V/def2-TZVPD).

Cartesian coordinates (Å):
C 1.38602 1.59451 -0.31077
C 0.39953 0.50741 -0.02992
N -0.57835 0.34312 -0.85033
O -1.49120 -0.63075 -0.67221
C -1.30165 -1.58843 0.40554
H 0.89529 2.54921 0.01919
H 2.32887 1.35418 0.28734
H 1.61686 1.64045 -1.41297
H 0.57898 -0.17931 0.78330
H -0.25683 -1.97457 0.35189
H -1.62120 -1.20005 1.42194
H -1.95632 -2.41577 0.00700

Force components x, y, z for each atom (eV/Å):
0.60 0.19 0.18
-1.03 -0.80 -1.29
1.28 1.07 0.54
-0.26 -0.80 0.93
-0.45 -0.55 -1.10
0.94 -0.61 -0.29
-1.18 0.75 -0.89
-0.20 0.08 1.23
-0.05 0.04 0.40
-0.67 0.30 0.47
0.52 -0.43 -1.21
0.50 0.77 1.04

The calculation puts the orbital gap at 10.366 eV. The calculation puts the max |F| at 1.83 eV/Å. Its highest occupied orbital energy is -9.3917 eV. The total charge is 0. The calculated total energy is -6759.42339 eV. As for the relative energy (zero: lowest compared OMol25 entry of this formula, charge and spin): 76.7 kcal/mol.

---

8.
Entry from OMol25: a molecular structure, C9H6NO3S10SbV (wB97M-V/def2-TZVPD).

Cartesian coordinates (Å):
V -0.17585 0.29047 0.55563
S -1.39559 -6.03744 4.02396
C -1.10308 -4.65379 3.20968
S 0.32030 -3.68771 3.45886
C -0.07708 -2.43816 2.31004
C -1.23451 -2.58250 1.64516
S -1.68226 -1.41668 0.46490
S -2.18237 -3.99893 2.01414
S 0.96190 -1.11168 1.95133
S 2.21569 4.00882 2.03469
Sb 0.84399 3.16680 0.51741
S 1.70778 0.93037 -0.22338
S -0.91021 1.82575 1.79162
S -0.22181 3.98937 -1.26632
N -1.33180 0.78198 -1.17121
C -1.25671 0.03622 -2.42558
C -2.33824 -0.73357 -2.81577
C -2.28283 -1.43459 -4.01193
C -1.15361 -1.34944 -4.81284
C -0.07468 -0.57108 -4.41113
C -0.12041 0.12333 -3.21244
S -1.10899 -2.20317 -6.40263
O 0.26985 -2.64410 -6.52017
O -2.08530 -3.26859 -6.25112
O -1.49259 -1.15667 -7.33694
H -2.30510 0.82332 -0.87613
H -1.06198 1.76545 -1.34813
H -3.22203 -0.78921 -2.18845
H -3.10735 -2.05387 -4.33752
H 0.80131 -0.52551 -5.04428
H 0.71572 0.73604 -2.89999

Force components x, y, z for each atom (eV/Å):
0.11 -0.08 -0.16
-0.01 -0.03 0.01
-0.01 0.02 -0.02
0.01 0.02 -0.01
0.10 0.01 0.07
-0.10 -0.06 -0.01
-0.06 0.00 -0.03
0.03 0.01 0.01
-0.01 -0.07 0.02
0.02 0.02 -0.01
-0.07 0.01 0.02
-0.04 0.00 0.01
-0.02 0.13 0.07
0.02 0.01 0.03
0.01 0.03 -0.06
0.00 0.01 0.09
-0.07 -0.06 0.00
0.08 0.07 0.04
-0.02 -0.06 -0.06
-0.07 -0.02 0.04
0.06 0.02 -0.05
-0.03 0.07 0.04
0.03 0.01 0.00
-0.01 -0.01 -0.01
0.02 -0.03 0.00
0.00 0.00 -0.01
0.01 -0.02 0.02
0.01 0.00 0.00
0.00 -0.01 -0.02
-0.01 -0.01 -0.01
0.00 0.00 0.00

The calculation puts the orbital gap at 5.032 eV. The calculation puts the max |F| at 0.21 eV/Å. Its highest occupied orbital energy is -5.7786 eV. The total charge is -1. The calculated total energy is -157645.01257 eV. As for the relative energy (zero: lowest compared OMol25 entry of this formula, charge and spin): 0.0 kcal/mol.